C29H39N9OSTi | wB97M-V/def2-TZVPD

Last column: Mulliken spin population.
Positions of all 80 atoms, in Å:
1 Ti 0.065554 0.072586 -0.852199  0.877
2 C 2.474405 -3.498452 -1.865528  -0.004
3 C 1.902475 -2.152580 -1.543342  0.118
4 N 0.651728 -1.909980 -1.225681  0.133
5 C -0.408967 -2.912923 -1.299338  -0.015
6 C -1.488340 -2.594326 -0.266866  0.017
7 N -1.637655 -1.132110 -0.088252  -0.001
8 C -2.400502 -0.736128 1.115443  0.015
9 C -1.923406 0.611571 1.692582  0.005
10 N -0.859425 1.242375 0.878426  0.056
11 C -0.941620 2.710112 0.667082  0.014
12 C -0.658848 3.040809 -0.794341  0.026
13 N 0.414974 2.141404 -1.224031  -0.024
14 C 1.532153 2.529416 -1.719662  0.064
15 C 1.886626 3.928756 -2.105924  0.000
16 C 2.494226 1.412233 -1.904856  0.164
17 C 3.753424 1.510469 -2.411439  -0.029
18 C 4.545877 0.338097 -2.516788  0.153
19 C 4.003132 -0.877525 -2.184368  -0.052
20 C 2.688011 -0.955260 -1.705129  0.251
21 N 1.968832 0.203133 -1.509545  0.178
22 H 1.876348 -4.311102 -1.463757  0.009
23 H 3.483668 -3.596429 -1.465082  0.000
24 H 2.543860 -3.642100 -2.946343  0.008
25 H -0.048732 -3.927973 -1.130367  0.004
26 H -0.831592 -2.893132 -2.309800  0.001
27 H -1.204640 -2.999556 0.704955  0.002
28 H -2.438241 -3.054547 -0.550716  0.000
29 H -2.182727 -0.733638 -0.861357  -0.025
30 H -2.292872 -1.523864 1.861290  0.002
31 H -3.459660 -0.685329 0.859258  -0.002
32 H -1.540291 0.462314 2.704096  -0.001
33 H -2.760264 1.303256 1.778347  0.001
34 H 0.017048 1.037853 1.359124  -0.033
35 H -0.207476 3.202205 1.307764  -0.006
36 H -1.926649 3.073434 0.957294  -0.001
37 H -0.414367 4.094263 -0.916170  0.002
38 H -1.539639 2.812495 -1.396898  -0.009
39 H 1.005810 4.503748 -2.377665  0.002
40 H 2.565304 3.929260 -2.956026  0.000
41 H 2.391499 4.442039 -1.284297  0.009
42 H 4.149335 2.464372 -2.729372  -0.005
43 H 5.556038 0.400276 -2.894193  0.007
44 H 4.579845 -1.783264 -2.317150  0.001
45 N -4.162752 1.407093 -3.609372  0.001
46 C -5.074800 1.839863 -2.676732  0.002
47 C -4.534140 1.535344 -1.466363  0.002
48 N -3.304288 0.935085 -1.636518  0.015
49 C -3.117841 0.872954 -2.930637  0.003
50 C -1.923752 0.309674 -3.563303  0.040
51 N -0.791776 0.009120 -2.948807  -0.023
52 C 0.060843 -0.455491 -3.941062  0.055
53 C -0.568937 -0.433326 -5.139948  0.001
54 N -1.832089 0.050804 -4.883438  0.002
55 H -4.271061 1.516851 -4.603664  0.000
56 H -5.999263 2.309767 -2.960561  0.000
57 H -4.957295 1.712557 -0.492767  0.000
58 H 1.067056 -0.766584 -3.723404  -0.017
59 H -0.248309 -0.712269 -6.126912  0.000
60 H -2.556647 0.165903 -5.572096  -0.001
61 C -0.335551 0.336167 7.574500  0.000
62 C 0.048690 -0.169709 6.212684  0.000
63 C 1.003622 0.503797 5.446160  0.000
64 C 1.361831 0.054017 4.189158  0.000
65 C 0.746132 -1.090138 3.688799  0.001
66 C -0.212555 -1.775675 4.426853  0.001
67 C -0.550561 -1.311767 5.689368  0.000
68 S 1.115931 -1.677107 2.088955  0.003
69 C 2.797561 -2.210827 2.264254  0.006
70 O 1.229223 -0.426795 1.221861  0.000
71 H 0.330400 1.129719 7.906510  0.000
72 H -0.306868 -0.468031 8.309238  0.000
73 H -1.351556 0.733935 7.564697  0.000
74 H 1.474050 1.391287 5.850030  0.000
75 H 2.090122 0.595765 3.599198  0.000
76 H -0.680430 -2.664783 4.021999  0.000
77 H -1.288590 -1.845788 6.274646  0.000
78 H 3.402293 -1.354337 2.561341  0.000
79 H 3.119149 -2.596596 1.298316  -0.003
80 H 2.837862 -2.996698 3.017855  0.000

Cartesian forces, eV/Å:
Ti -0.31 -0.38 1.16
C 0.09 -0.01 0.08
C 0.11 0.17 -0.12
N -0.13 -0.32 -0.27
C 0.15 0.10 0.09
C -0.04 0.11 0.14
N -0.05 0.17 -0.36
C 0.07 -0.09 -0.01
C 0.04 0.16 0.02
N 0.04 0.05 -0.21
C -0.04 -0.13 0.18
C 0.16 -0.21 -0.21
N -0.05 0.47 0.13
C 0.39 -0.29 -0.16
C 0.07 0.02 0.07
C -0.46 -0.13 0.22
C 0.38 -0.12 -0.05
C -0.14 0.24 -0.02
C 0.03 -0.15 0.07
C -0.14 0.22 -0.10
N 0.27 0.02 -0.38
H 0.01 -0.01 0.03
H -0.01 0.00 -0.01
H -0.03 0.01 -0.01
H -0.04 -0.03 0.00
H -0.01 0.05 -0.01
H 0.05 0.01 -0.05
H 0.02 -0.06 0.02
H -0.12 -0.24 0.01
H 0.06 0.03 0.02
H -0.03 0.00 0.07
H -0.08 -0.03 0.03
H -0.02 -0.03 -0.08
H -0.12 0.14 0.03
H -0.02 0.06 -0.01
H 0.00 0.02 -0.04
H 0.01 0.03 0.03
H -0.02 0.01 0.01
H 0.00 0.01 -0.01
H -0.01 0.00 0.01
H 0.00 -0.01 0.01
H 0.02 -0.02 0.01
H 0.00 0.01 -0.01
H 0.01 0.01 0.00
N -0.18 0.11 0.09
C 0.05 -0.06 -0.13
C 0.18 -0.03 0.03
N -0.14 -0.06 0.25
C 0.36 -0.15 -0.30
C -0.30 0.20 0.17
N 0.04 0.02 -0.16
C -0.05 0.00 0.12
C -0.16 0.05 0.05
N 0.19 -0.03 -0.10
H 0.03 0.02 0.01
H -0.02 0.00 0.02
H 0.02 -0.01 0.02
H -0.01 0.00 0.00
H 0.01 0.00 -0.02
H 0.00 -0.04 0.00
C 0.02 -0.01 -0.03
C 0.01 0.10 0.09
C -0.01 0.00 0.01
C -0.15 -0.03 0.05
C -0.03 0.06 0.45
C 0.09 0.12 0.06
C -0.01 -0.09 -0.08
S -0.16 0.00 -0.70
C 0.20 -0.01 0.17
O -0.16 0.10 -0.33
H 0.01 -0.01 0.00
H 0.00 0.00 0.00
H -0.01 -0.02 -0.01
H 0.01 0.00 0.00
H 0.03 -0.03 -0.03
H -0.01 -0.02 0.00
H 0.00 0.01 0.01
H 0.03 -0.04 -0.01
H 0.00 0.03 -0.01
H 0.02 0.00 -0.01

## Properties
E = -80106.166 eV
spin multiplicity = 3
HOMO energy (alpha / beta) = -10.984 / -13.752 eV
HOMO-LUMO gap (alpha / beta) = 6.053 / 8.421 eV
total charge = +2